Entry A
C4H10NSi | ωB97M-V/def2-TZVPD

Each line ends with the natural charge from an NBO analysis.
CARTESIAN COORDINATES (ANGSTROEM)
C (-0.650, -2.252, -0.481)  -0.62
C (-1.721, -1.291, 0.242)  -0.87
Si (-0.864, -0.021, 1.284)  1.08
C (0.384, 1.052, 0.286)  -0.22
C (1.201, 1.851, 0.005)  -0.01
N (2.210, 2.497, -0.783)  -0.70
H (0.183, -2.443, 0.196)  0.21
H (-0.462, -1.961, -1.548)  0.22
H (-1.188, -3.180, -0.494)  0.23
H (-2.198, -0.879, -0.569)  0.24
H (-2.508, -1.870, 0.757)  0.26
H (-1.894, 0.988, 1.582)  -0.12
H (0.120, -0.688, 2.246)  -0.11
H (2.492, 3.467, -0.378)  0.47
H (1.877, 2.846, -1.671)  0.47
H (3.019, 1.885, -0.672)  0.48

SMILES: CC[SiH2]C#C[NH3+]
HOMO-LUMO gap in eV: 9.58
Total charge: +1
LUMO energy in eV: -4.3
E_HOMO in hartree: -0.5103

---

Entry B
C4H10NSi | ωB97M-V/def2-TZVPD

Each line ends with the natural charge from an NBO analysis.
CARTESIAN COORDINATES (ANGSTROEM)
C (-0.430, 0.632, 3.145)  -0.82
C (-0.301, 0.198, 1.834)  0.60
N (-0.064, -0.121, 0.736)  -0.49
Si (-0.126, -0.692, -1.167)  1.57
C (-1.134, 0.541, -2.063)  -1.22
C (1.738, -0.756, -1.259)  -1.14
H (-0.466, 1.729, 3.215)  0.31
H (-1.302, 0.265, 3.773)  0.33
H (0.375, 0.140, 3.887)  0.33
H (-0.613, -2.035, -1.145)  -0.16
H (-1.623, 1.412, -1.436)  0.29
H (-0.456, 1.039, -2.897)  0.29
H (-1.967, 0.105, -2.705)  0.30
H (2.220, 0.143, -1.695)  0.27
H (1.995, -1.061, -0.268)  0.25
H (2.155, -1.539, -1.954)  0.28

SMILES: CC#[N+][SiH](C)C
HOMO-LUMO gap in eV: 11.70
Total charge: +1
LUMO energy in eV: -3.7
E_HOMO in hartree: -0.5648

---

Entry C
C4H10NSi | ωB97M-V/def2-TZVPD

Each line ends with the natural charge from an NBO analysis.
CARTESIAN COORDINATES (ANGSTROEM)
C (-1.874, 0.078, 0.045)  0.66
C (-3.206, -0.222, -0.360)  -0.75
C (2.079, 1.461, 0.519)  -1.20
C (1.103, -1.658, 0.253)  -1.12
N (-0.761, 0.403, 0.244)  -0.57
Si (0.997, 0.150, -0.259)  1.55
H (-4.050, 0.328, 0.065)  0.32
H (-3.376, -0.306, -1.410)  0.31
H (-3.105, -1.237, 0.068)  0.29
H (2.536, 1.103, 1.442)  0.28
H (2.885, 1.720, -0.208)  0.29
H (1.629, 2.513, 0.758)  0.30
H (0.535, -2.074, -0.571)  0.26
H (2.084, -1.980, 0.343)  0.27
H (0.640, -1.751, 1.264)  0.26
H (0.822, -0.242, -2.761)  -0.13

HOMO-LUMO gap (alpha / beta) in eV: 8.31 / 7.81
Total charge: +1
LUMO energy (alpha / beta) in eV: -5.2 / -5.0
E_HOMO (alpha / beta) in hartree: -0.4965 / -0.4717

---

Stability summary: most stable entry B, least stable entry A.

---

Entry A
C3H5FO2 | ωB97M-V/def2-TZVPD

Each line ends with the natural charge from an NBO analysis.
CARTESIAN COORDINATES (ANGSTROEM)
O (1.868, 0.879, 0.028)  -0.59
C (1.555, -0.172, -0.434)  0.66
O (0.560, -0.949, -0.081)  -0.49
C (-0.360, -0.439, 0.925)  -0.13
C (-1.277, 0.614, 0.278)  0.02
F (-1.969, 0.010, -0.753)  -0.36
H (2.112, -0.731, -1.228)  0.12
H (0.074, 0.024, 1.830)  0.21
H (-0.881, -1.366, 1.185)  0.21
H (-1.945, 1.147, 0.918)  0.18
H (-0.570, 1.374, -0.115)  0.18

SMILES: O=COCCF
HOMO-LUMO gap in eV: 11.83
Total charge: 0
LUMO energy in eV: 0.9
E_HOMO in hartree: -0.4003

---

Entry B
C3H5FO2 | ωB97M-V/def2-TZVPD

Each line ends with the natural charge from an NBO analysis.
CARTESIAN COORDINATES (ANGSTROEM)
C (0.726, -0.714, 0.037)  -0.21
C (0.180, 0.665, -0.345)  0.50
C (-1.360, 0.650, -0.104)  -0.08
H (2.438, 0.197, 0.546)  0.46
H (0.503, -1.020, 1.094)  0.22
H (-0.102, -1.707, -0.577)  0.24
H (-1.856, 0.754, 0.947)  0.25
H (-2.147, 1.224, -0.914)  0.23
O (2.166, -0.716, -0.340)  -0.69
O (0.976, 1.553, -0.127)  -0.50
F (-1.523, -0.886, -0.217)  -0.42

HOMO-LUMO gap in eV: 9.89
Total charge: 0
LUMO energy in eV: -0.2
E_HOMO in hartree: -0.3721

---

Stability summary: most stable entry A, least stable entry B.

---

Entry A
CCl4OS | ωB97M-V/def2-TZVPD

Each line ends with the natural charge from an NBO analysis.
CARTESIAN COORDINATES (ANGSTROEM)
C (-0.436, -0.558, -0.334)  -0.42
O (-0.362, 1.824, -1.438)  -0.87
S (-1.323, 1.006, -0.763)  1.33
Cl (1.232, -0.700, -0.336)  0.17
Cl (-1.417, -1.877, 0.021)  0.12
Cl (3.653, -1.354, 1.610)  -0.06
Cl (-1.348, 1.659, 1.240)  -0.27

HOMO-LUMO gap (alpha / beta) in eV: 9.03 / 4.97
Total charge: 0
LUMO energy (alpha / beta) in eV: -1.8 / -4.0
E_HOMO (alpha / beta) in hartree: -0.3968 / -0.3299

---

Entry B
CCl4OS | ωB97M-V/def2-TZVPD

Each line ends with the natural charge from an NBO analysis.
CARTESIAN COORDINATES (ANGSTROEM)
C (1.406, -0.431, -0.057)  -0.18
O (-2.932, 0.091, 0.489)  -0.85
S (-1.561, -0.384, 0.494)  1.30
Cl (2.401, -1.362, -1.186)  0.00
Cl (1.966, 1.140, 0.078)  0.08
Cl (-0.510, 1.033, 1.548)  -0.20
Cl (-0.770, -0.087, -1.367)  -0.16

HOMO-LUMO gap in eV: 8.54
Total charge: 0
LUMO energy in eV: -1.1
E_HOMO in hartree: -0.3553

---

Stability summary: most stable entry B, least stable entry A.

---

Entry A
C10H15N | ωB97M-V/def2-TZVPD

Each line ends with the natural charge from an NBO analysis.
CARTESIAN COORDINATES (ANGSTROEM)
C (-2.213, -0.407, 0.784)  -0.33
C (-1.596, -0.382, -0.478)  -0.28
C (-1.618, -0.133, 1.942)  0.06
C (-0.448, 0.206, -0.774)  0.14
C (0.384, 0.666, 0.959)  0.23
C (1.625, 1.135, 0.937)  -0.61
C (1.323, -1.066, -1.729)  -0.62
C (-0.351, 0.110, -3.297)  -0.58
C (0.331, 0.361, 3.385)  -0.40
C (0.433, 0.121, -1.970)  -0.30
N (-0.248, 0.244, 2.121)  -0.46
H (-3.154, -0.821, 0.824)  0.22
H (-2.197, -0.825, -1.280)  0.21
H (-2.183, -0.145, 2.892)  0.20
H (2.216, 1.347, 1.827)  0.20
H (2.049, 1.627, 0.081)  0.21
H (0.807, -1.959, -1.482)  0.21
H (1.840, -0.852, -0.824)  0.23
H (2.211, -1.167, -2.345)  0.21
H (-0.164, 0.821, -3.962)  0.21
H (-1.450, 0.033, -3.022)  0.20
H (-0.151, -0.821, -3.682)  0.21
H (0.985, -0.617, 3.475)  0.19
H (0.993, 1.222, 3.420)  0.21
H (-0.482, 0.259, 4.178)  0.22
H (1.059, 1.043, -1.980)  0.22

HOMO-LUMO gap in eV: 8.15
Total charge: 0
LUMO energy in eV: 1.0
E_HOMO in hartree: -0.2635

---

Entry B
C10H15N | ωB97M-V/def2-TZVPD

Each line ends with the natural charge from an NBO analysis.
CARTESIAN COORDINATES (ANGSTROEM)
C (0.033, 1.647, -0.454)  0.20
C (-1.823, -0.008, -0.153)  -0.10
C (-2.156, -1.280, -0.555)  -0.37
C (-2.984, 0.728, 0.507)  -0.08
C (-0.292, 0.319, -0.525)  0.02
C (-4.351, 0.201, 0.618)  -0.69
C (3.983, 0.408, 0.773)  -0.60
C (0.673, -0.732, -0.919)  -0.46
C (2.580, -0.174, 0.653)  -0.40
C (2.123, -0.251, -0.802)  -0.39
N (0.276, 2.781, -0.400)  -0.29
H (-1.473, -1.925, -1.074)  0.19
H (-3.129, -1.698, -0.379)  0.19
H (-2.767, 1.711, 0.895)  0.19
H (-5.014, 0.994, 0.958)  0.23
H (-4.408, -0.618, 1.343)  0.23
H (-4.721, -0.183, -0.334)  0.22
H (3.995, 1.438, 0.424)  0.21
H (4.690, -0.166, 0.176)  0.20
H (4.315, 0.392, 1.809)  0.21
H (0.537, -1.622, -0.297)  0.23
H (0.481, -1.026, -1.960)  0.23
H (1.883, 0.450, 1.218)  0.20
H (2.561, -1.177, 1.090)  0.19
H (2.219, 0.733, -1.266)  0.21
H (2.772, -0.942, -1.346)  0.21

HOMO-LUMO gap (alpha / beta) in eV: 7.86 / 6.54
Total charge: 0
LUMO energy (alpha / beta) in eV: -0.4 / -1.2
E_HOMO (alpha / beta) in hartree: -0.3020 / -0.2841

---

Entry C
C10H15N | ωB97M-V/def2-TZVPD

Each line ends with the natural charge from an NBO analysis.
CARTESIAN COORDINATES (ANGSTROEM)
C (-3.324, 0.204, -0.839)  -0.29
C (-3.774, -0.624, 0.220)  -0.28
C (-1.982, 0.362, -0.792)  -0.05
C (-2.669, -0.926, 0.934)  -0.07
C (0.482, 0.916, 1.264)  -0.41
C (1.819, 0.511, 0.614)  -0.23
C (1.177, -0.271, -0.585)  -0.15
C (-0.265, -0.297, 0.752)  0.02
C (2.929, 1.501, 0.240)  -0.61
C (1.526, -1.606, -1.188)  -0.65
N (-1.562, -0.292, 0.327)  -0.38
H (-3.864, 0.510, -1.657)  0.21
H (-4.778, -0.914, 0.460)  0.22
H (-1.337, 0.861, -1.485)  0.22
H (-2.627, -1.754, 1.524)  0.21
H (0.385, 1.338, 2.176)  0.21
H (0.153, 1.839, 0.607)  0.18
H (2.365, -0.146, 1.285)  0.19
H (0.865, 0.528, -1.351)  0.19
H (0.097, -1.217, 1.236)  0.20
H (2.659, 2.207, -0.599)  0.20
H (3.760, 0.858, 0.014)  0.21
H (3.242, 2.232, 0.993)  0.21
H (2.024, -2.306, -0.549)  0.21
H (2.111, -1.456, -2.164)  0.21
H (0.586, -2.055, -1.440)  0.22

HOMO-LUMO gap in eV: 9.25
Total charge: 0
LUMO energy in eV: 1.1
E_HOMO in hartree: -0.3013

---

Stability summary: most stable entry C, least stable entry A.